This record from OMol25 describes a molecular structure, C32H35N5O8PS3SbW. The level of theory is ωB97M-V/def2-TZVPD.

Multiplicity ... 2
Total charge ... +1
HOMO level (alpha / beta) ... -10.59 / -10.58 eV

The geometry in XYZ format:
```
86
Properties=species:S:1:pos:R:3:forces:R:3:lowdin_charge:R:1
W 0.46830 -0.59052 0.52229 -0.715 0.383 1.993 1.7380
C -3.95507 -3.46529 2.55704 0.008 -0.001 0.013 -0.0712
C -4.38511 -2.43673 1.73138 0.010 0.010 -0.009 -0.0627
C -3.51203 -1.41583 1.38075 -0.003 -0.007 0.001 -0.0260
C -2.20600 -1.43143 1.84747 -0.062 -0.008 -0.063 -0.3094
C -1.78126 -2.44291 2.69992 0.024 -0.017 -0.005 -0.0346
C -2.65464 -3.46165 3.04616 -0.011 -0.004 -0.004 -0.0600
N -1.31624 -0.35440 1.49427 0.141 -0.125 0.007 -0.0860
C -1.47948 0.77735 2.30797 0.046 0.028 -0.002 -0.2415
C -2.01750 0.78875 3.53974 0.002 0.051 0.069 0.0146
C -1.80413 1.93612 4.41491 -0.033 -0.050 -0.025 -0.0376
C -0.89861 2.88436 4.15460 0.006 0.009 -0.017 -0.0200
C -0.18121 2.90099 2.84927 0.023 -0.019 0.005 -0.1818
C -0.88307 2.04522 1.83345 0.030 -0.015 -0.074 -0.2054
N -1.00648 2.35534 0.59824 -0.022 0.035 0.013 0.1458
N 1.70587 1.10448 0.76778 -0.171 -0.008 -0.015 -0.1644
C 2.49000 1.20084 -0.35273 -0.009 -0.030 -0.152 -0.4122
C 3.52370 2.06041 -0.67414 -0.008 0.028 -0.018 0.0219
C 4.08083 1.90810 -1.93469 -0.003 -0.014 0.000 -0.0301
C 3.59399 0.94015 -2.80775 -0.004 0.008 0.008 -0.0395
C 2.56235 0.11766 -2.38912 0.016 0.037 -0.022 -0.1484
N 2.04400 0.24759 -1.17082 0.091 -0.215 -0.200 -0.0098
H -4.63378 -4.26348 2.82637 0.001 -0.001 0.001 0.1090
H -5.39996 -2.42782 1.35473 0.003 0.003 0.004 0.1131
H -3.83850 -0.60378 0.74305 0.001 0.008 -0.007 0.1244
H -0.76541 -2.43022 3.07762 -0.003 0.002 -0.005 0.1188
H -2.32021 -4.25332 3.70375 -0.001 -0.001 0.001 0.1099
H -2.50523 -0.08639 3.94413 0.004 -0.005 -0.001 0.1216
H -2.34647 1.96192 5.35160 0.003 -0.005 0.004 0.1155
H -0.68955 3.68081 4.85564 -0.004 0.002 0.001 0.1171
H -0.07497 3.90839 2.46200 0.020 0.005 -0.003 0.1530
H 3.86288 2.81182 0.02447 0.001 -0.001 0.000 0.1241
H 4.89374 2.55244 -2.24236 -0.002 -0.001 -0.003 0.1200
H 4.00984 0.81922 -3.79716 0.003 0.004 0.000 0.1162
H 2.13866 -0.64923 -3.02329 -0.001 -0.012 0.015 0.0775
O -0.51222 -0.11696 -1.06204 0.243 -0.440 -0.003 -0.3034
C -1.68280 -0.65067 -1.43470 0.125 0.073 -0.094 -0.1410
C -1.88404 -1.97689 -1.40881 -0.036 -0.039 -0.088 -0.1973
C -3.16874 -2.52674 -1.76666 -0.003 0.022 0.030 0.0605
C -3.40448 -3.82686 -1.58297 -0.049 0.032 0.329 -0.1253
C -2.41281 -4.73542 -1.03827 -0.039 0.008 0.025 0.0197
C -1.20089 -4.29078 -0.71207 -0.156 0.039 0.187 -0.0716
C -0.78771 -2.87372 -0.90076 0.299 -0.031 -0.262 -0.7485
O -0.23427 -2.36558 0.31581 0.270 0.546 -0.879 -0.4713
N -4.73905 -4.35691 -1.89101 0.397 -0.149 -1.177 -0.3498
O -4.87479 -5.56203 -1.83466 -0.134 0.002 0.426 0.0922
O -5.56803 -3.58229 -2.32370 -0.168 0.089 0.402 0.0809
H -2.42789 0.05716 -1.78330 -0.005 0.024 0.058 0.1473
H -3.94957 -1.87648 -2.13783 0.003 0.000 0.001 0.1412
H -2.68805 -5.77064 -0.90269 -0.001 -0.004 -0.009 0.1245
H -0.46080 -4.95644 -0.28515 0.001 -0.004 -0.010 0.1005
S 4.15462 -2.90608 -1.97013 0.013 0.005 -0.007 0.0347
Sb 2.37567 -3.66999 -0.62887 -0.038 0.011 0.036 0.5621
S 2.41910 -1.86762 1.03727 -0.107 0.054 -0.160 0.1411
S 0.65837 -2.79559 -2.10975 -0.139 -0.280 -0.171 0.5493
C -0.34737 2.98733 -2.11877 0.003 0.008 0.002 -0.0143
C -0.70781 4.00945 -1.05652 -0.025 -0.019 0.021 -0.5862
C 0.15511 5.25205 -1.17493 0.011 0.002 0.019 -0.0160
C -2.18740 4.34938 -1.07028 -0.005 -0.008 0.006 -0.0209
O -0.35142 3.50103 0.27562 0.025 -0.046 0.017 -0.0962
P 1.81731 1.15365 2.38543 0.039 -0.105 -0.204 0.3990
O 1.24177 2.44889 3.03067 -0.117 0.043 0.039 -0.0979
O 0.90434 -0.06156 2.58842 0.199 0.099 -0.035 -0.4032
O 3.27803 1.04741 2.83938 0.001 -0.003 -0.009 -0.1345
C 3.82070 0.91410 4.24063 0.002 0.016 -0.006 -0.5664
C 4.12317 2.31930 4.71638 -0.006 0.007 -0.005 -0.0146
C 5.06891 0.07963 4.05589 0.003 -0.002 0.003 -0.0143
C 2.79063 0.21495 5.10681 -0.003 -0.002 0.005 -0.0230
H -0.46426 3.43856 -3.10472 -0.008 -0.010 0.000 0.1016
H -0.98763 2.11071 -2.05934 -0.001 -0.011 0.014 0.0609
H 0.69126 2.67053 -2.00819 0.013 0.005 -0.005 0.0762
H -0.09485 5.78710 -2.09054 0.009 -0.010 -0.008 0.0979
H 1.21291 4.98706 -1.20643 0.000 0.001 0.013 0.0857
H -0.01570 5.91950 -0.33013 -0.009 0.005 -0.010 0.0927
H -2.46775 4.74410 -2.04703 0.005 0.006 0.003 0.0966
H -2.41749 5.10186 -0.31520 0.000 -0.003 0.003 0.0938
H -2.78716 3.46040 -0.87501 -0.004 -0.001 -0.007 0.0804
H 4.84796 2.79990 4.05987 -0.004 0.001 -0.004 0.0966
H 4.54566 2.27357 5.72041 0.009 -0.001 -0.004 0.1021
H 3.21723 2.92329 4.75106 -0.001 -0.002 0.009 0.0842
H 5.75843 0.56877 3.36881 0.002 0.001 0.003 0.0960
H 4.81748 -0.90548 3.66372 0.001 0.000 0.000 0.0896
H 5.56646 -0.04249 5.01815 -0.001 -0.003 0.000 0.1022
H 1.87564 0.80366 5.20217 0.003 0.005 0.001 0.0877
H 3.20690 0.08846 6.10615 0.000 -0.006 -0.001 0.1057
H 2.54445 -0.76920 4.70826 -0.001 0.001 -0.002 0.0933
```
Forces are in eV/Å.